# 1
{
  "formula": "C5H7N2O2P",
  "method": "wB97M-V/def2-TZVPD",
  "total_energy_ha": -795.8944,
  "homo_lumo_gap_ev": [5.98, 5.07],
  "max_force_ev_per_a": 5.65,
  "lumo_energy_ev": [0.570, -3.715],
  "spin_multiplicity": 3,
  "homo_ha": [-0.1986, -0.3229],
  "species": ["C", "C", "C", "C", "C", "N", "N", "O", "O", "P", "H", "H", "H", "H", "H", "H", "H"],
  "coordinates": [[-1.312, 1.022, -0.718], [-0.362, 0.886, 0.264], [-0.207, -0.909, -1.015], [0.102, -2.371, -1.228], [-0.068, 1.838, 1.406], [0.341, -0.265, 0.081], [-1.203, -0.099, -1.491], [-0.430, -3.002, -2.142], [0.919, -2.708, -0.334], [1.482, -1.144, 1.005], [-1.962, 1.851, -0.666], [-0.285, 2.850, 1.283], [-0.817, 1.682, 2.212], [0.853, 1.761, 1.845], [-1.948, -0.212, -2.146], [2.296, 0.124, 1.456], [2.599, -1.305, 0.189]]
}

***

# 2
{
  "formula": "C26H27F6MoN6O7S2",
  "method": "wB97M-V/def2-TZVPD",
  "total_energy_ha": -3325.7541,
  "homo_lumo_gap_ev": [8.04, 7.25],
  "max_force_ev_per_a": 0.17,
  "lumo_energy_ev": [-3.376, -4.235],
  "spin_multiplicity": 3,
  "relative_energy_kj_mol": 46.0,
  "homo_ha": [-0.4196, -0.4221],
  "charge": 1,
  "species": ["Mo", "C", "C", "C", "C", "C", "C", "N", "N", "C", "C", "C", "C", "C", "C", "H", "H", "H", "H", "H", "H", "H", "H", "H", "F", "C", "F", "F", "S", "O", "O", "N", "S", "O", "O", "C", "F", "F", "F", "O", "C", "C", "C", "C", "C", "C", "C", "O", "O", "H", "H", "H", "H", "H", "C", "N", "C", "C", "N", "N", "C", "C", "H", "H", "H", "H", "H", "H", "H", "H", "H", "H", "H", "H", "H"],
  "coordinates": [[-0.205, -0.088, -0.254], [0.150, -5.592, -1.598], [0.190, -4.905, -2.804], [-0.179, -3.571, -2.858], [-0.585, -2.936, -1.692], [-0.621, -3.607, -0.480], [-0.257, -4.944, -0.441], [-0.943, -1.545, -1.733], [-1.562, -1.182, -2.751], [-1.821, 0.184, -2.761], [-2.555, 0.714, -3.814], [-2.826, 2.072, -3.813], [-2.359, 2.859, -2.771], [-1.621, 2.313, -1.723], [-1.340, 0.958, -1.695], [0.436, -6.635, -1.562], [0.510, -5.408, -3.706], [-0.150, -3.019, -3.788], [-0.958, -3.106, 0.417], [-0.301, -5.482, 0.497], [-2.902, 0.058, -4.601], [-3.407, 2.513, -4.611], [-2.583, 3.918, -2.757], [-1.304, 2.965, -0.922], [-3.655, -0.185, 3.657], [-2.507, 0.300, 3.237], [-2.340, 1.539, 3.662], [-1.506, -0.450, 3.698], [-2.460, 0.254, 1.367], [-1.505, 1.320, 1.000], [-1.780, -1.019, 1.028], [-3.853, 0.281, 0.790], [-4.773, 1.633, 0.811], [-4.424, 2.458, 1.926], [-4.886, 2.171, -0.500], [-6.383, 0.820, 1.203], [-6.687, -0.062, 0.263], [-7.312, 1.764, 1.250], [-6.308, 0.208, 2.377], [3.568, 1.566, -2.683], [3.997, 0.288, -2.719], [5.173, -0.070, -3.372], [5.597, -1.384, -3.377], [4.864, -2.376, -2.729], [3.701, -2.030, -2.079], [3.249, -0.703, -2.066], [1.995, -0.422, -1.385], [1.347, 0.665, -1.466], [1.428, -1.320, -0.654], [4.176, 2.124, -3.181], [5.754, 0.695, -3.875], [6.513, -1.640, -3.893], [5.202, -3.403, -2.740], [3.105, -2.779, -1.575], [1.649, -0.744, 3.937], [1.616, 0.682, 3.653], [2.461, 1.495, 4.523], [1.169, 1.140, 2.460], [1.057, 0.318, 1.422], [0.869, 2.445, 2.356], [0.905, 3.150, 1.085], [0.300, 3.213, 3.456], [1.558, -0.886, 5.012], [2.590, -1.200, 3.611], [0.816, -1.250, 3.456], [3.399, 0.964, 4.698], [1.984, 1.679, 5.487], [2.690, 2.445, 4.050], [1.654, -0.494, 1.539], [1.399, 2.549, 0.325], [1.465, 4.078, 1.218], [-0.104, 3.402, 0.763], [0.108, 2.573, 4.312], [-0.649, 3.640, 3.128], [0.965, 4.026, 3.751]]
}

***

# 3
{
  "formula": "C6H12N2",
  "method": "wB97M-V/def2-TZVPD",
  "total_energy_ha": -345.2611,
  "homo_lumo_gap_ev": 9.03,
  "max_force_ev_per_a": 5.59,
  "lumo_energy_ev": 0.781,
  "relative_energy_kj_mol": 175.3,
  "homo_ha": -0.3032,
  "species": ["C", "C", "C", "N", "C", "N", "H", "H", "H", "H", "H", "H", "C", "C", "H", "H", "H", "H", "H", "H"],
  "coordinates": [[-1.230, 1.682, 2.773], [-0.646, 1.285, 1.478], [0.655, 1.161, 0.945], [0.557, 1.144, -0.377], [-0.794, 1.296, -0.752], [-1.554, 1.345, 0.352], [-0.907, 2.732, 2.827], [-0.969, 1.337, 3.737], [-2.308, 1.493, 2.725], [1.535, 1.065, 1.573], [1.236, 1.052, -1.101], [-1.111, 1.104, -1.707], [0.699, -1.423, -1.252], [0.733, -2.803, -1.806], [1.500, -0.826, -1.779], [-0.276, -0.928, -1.628], [0.813, -1.299, -0.106], [-0.309, -3.403, -1.544], [0.828, -2.599, -2.957], [1.549, -3.414, -1.400]]
}

***

# 4
{
  "formula": "C6H14O3",
  "method": "wB97M-V/def2-TZVPD",
  "total_energy_ha": -462.6226,
  "homo_lumo_gap_ev": 9.28,
  "max_force_ev_per_a": 1.36,
  "lumo_energy_ev": 0.535,
  "relative_energy_kj_mol": 337.3,
  "homo_ha": -0.3215,
  "species": ["C", "C", "O", "O", "H", "H", "H", "H", "H", "H", "C", "C", "C", "C", "O", "H", "H", "H", "H", "H", "H", "H", "H"],
  "coordinates": [[1.739, 0.427, 0.028], [2.957, -0.269, 0.572], [1.662, 1.700, 0.114], [0.394, -0.207, 1.054], [0.247, 1.936, -0.206], [0.585, 0.281, 1.869], [1.357, -0.046, -0.891], [3.782, -0.137, -0.133], [2.768, -1.337, 0.688], [3.243, 0.162, 1.532], [-1.891, -0.670, -0.081], [-1.278, -1.244, -1.356], [-1.264, 0.604, 0.423], [-0.956, 1.727, -0.407], [-1.951, -1.644, 0.948], [-1.040, -1.739, 1.265], [-2.934, -0.390, -0.284], [-1.582, 0.825, 1.438], [-1.286, -0.524, -2.175], [-0.249, -1.549, -1.168], [-1.848, -2.123, -1.657], [-1.018, 1.566, -1.480], [-1.437, 2.652, -0.093]]
}

***

# 5
{
  "formula": "C44H37AuCl3GeN4O4S2",
  "method": "wB97M-V/def2-TZVPD",
  "total_energy_ha": -6608.1187,
  "homo_lumo_gap_ev": [7.13, 6.70],
  "max_force_ev_per_a": 1.41,
  "lumo_energy_ev": [-5.533, -5.962],
  "spin_multiplicity": 2,
  "relative_energy_kj_mol": 0.0,
  "homo_ha": [-0.4653, -0.4652],
  "charge": 2,
  "species": ["Au", "C", "C", "C", "C", "C", "C", "C", "S", "O", "C", "C", "C", "C", "C", "C", "C", "C", "C", "C", "C", "C", "C", "C", "C", "C", "C", "C", "C", "C", "S", "O", "C", "C", "C", "C", "C", "C", "C", "H", "H", "H", "H", "H", "H", "H", "H", "H", "H", "H", "H", "H", "H", "H", "H", "H", "H", "H", "H", "H", "H", "H", "H", "H", "H", "N", "C", "C", "C", "N", "C", "C", "H", "H", "H", "H", "H", "H", "Cl", "Ge", "Cl", "Cl", "C", "N", "C", "C", "C", "O", "N", "C", "O", "H", "H", "H", "H", "H"],
  "coordinates": [[-1.167, -0.592, 1.507], [6.606, -3.311, 2.676], [5.376, -2.831, 1.968], [4.975, -1.495, 2.090], [3.856, -1.025, 1.437], [3.126, -1.901, 0.637], [3.490, -3.232, 0.510], [4.617, -3.690, 1.179], [1.693, -1.350, -0.224], [0.946, -0.537, 0.842], [2.361, -0.104, -1.329], [3.746, -0.095, -1.610], [4.244, 0.767, -2.543], [3.393, 1.650, -3.244], [3.897, 2.519, -4.242], [3.056, 3.338, -4.936], [1.675, 3.345, -4.646], [1.161, 2.524, -3.684], [2.005, 1.635, -2.967], [1.487, 0.714, -2.008], [0.000, 0.633, -1.908], [-0.694, -0.091, -2.928], [-0.005, -0.853, -3.903], [-0.696, -1.565, -4.843], [-2.104, -1.548, -4.862], [-2.794, -0.818, -3.937], [-2.108, -0.079, -2.948], [-2.813, 0.664, -1.969], [-2.149, 1.325, -0.984], [-0.736, 1.299, -0.963], [0.061, 2.077, 0.432], [-0.749, 1.538, 1.629], [-0.532, 3.743, 0.256], [-1.458, 4.271, 1.136], [-1.845, 5.595, 0.978], [-1.307, 6.389, -0.029], [-1.696, 7.830, -0.170], [-0.364, 5.827, -0.894], [0.037, 4.513, -0.753], [7.474, -2.725, 2.371], [6.807, -4.358, 2.465], [6.501, -3.190, 3.755], [5.556, -0.823, 2.708], [3.543, 0.007, 1.540], [2.909, -3.901, -0.113], [4.913, -4.727, 1.082], [4.415, -0.764, -1.093], [5.304, 0.777, -2.757], [4.959, 2.515, -4.447], [3.442, 3.986, -5.710], [1.018, 4.008, -5.193], [0.102, 2.553, -3.465], [1.077, -0.873, -3.900], [-0.159, -2.142, -5.584], [-2.635, -2.114, -5.615], [-3.876, -0.798, -3.946], [-3.895, 0.702, -2.021], [-2.680, 1.896, -0.232], [-1.863, 3.661, 1.931], [-2.574, 6.018, 1.657], [-2.607, 8.051, 0.383], [-1.851, 8.095, -1.215], [-0.905, 8.474, 0.216], [0.065, 6.433, -1.681], [0.778, 4.093, -1.423], [-7.289, -0.153, 2.785], [-5.975, -0.237, 2.528], [-5.493, -0.796, 1.328], [-4.144, -0.854, 1.102], [-3.242, -0.389, 1.981], [-3.684, 0.143, 3.130], [-5.014, 0.239, 3.441], [-7.969, -0.526, 2.146], [-7.626, 0.225, 3.652], [-6.177, -1.181, 0.584], [-3.745, -1.278, 0.189], [-2.930, 0.515, 3.812], [-5.314, 0.681, 4.380], [-0.431, -1.868, 6.253], [0.443, -1.475, 4.368], [2.351, -2.335, 4.069], [0.654, 0.605, 4.246], [0.008, -5.422, 3.539], [-0.480, -4.692, 2.363], [-0.663, -5.337, 1.157], [-1.057, -4.693, 0.053], [-1.299, -3.262, 0.100], [-1.604, -2.547, -0.830], [-1.155, -2.692, 1.376], [-0.719, -3.368, 2.419], [-0.556, -2.803, 3.584], [-0.224, -6.474, 3.404], [-0.493, -5.052, 4.429], [1.083, -5.288, 3.646], [-0.468, -6.400, 1.179], [-1.199, -5.217, -0.879]]
}

***

# 6
{
  "formula": "C4H14N4O4Tl",
  "method": "wB97M-V/def2-TZVPD",
  "total_energy_ha": -852.8911,
  "homo_lumo_gap_ev": 4.00,
  "max_force_ev_per_a": 1.78,
  "lumo_energy_ev": -8.287,
  "homo_ha": -0.4516,
  "charge": 1,
  "species": ["Tl", "C", "C", "O", "H", "H", "H", "H", "H", "O", "H", "C", "O", "N", "N", "H", "H", "H", "H", "C", "O", "N", "N", "H", "H", "H", "H"],
  "coordinates": [[0.328, 2.999, -0.186], [0.951, -0.918, 2.933], [1.577, 0.019, 1.891], [1.138, 1.259, 1.822], [0.963, -0.382, 3.883], [1.396, -1.905, 3.014], [-0.099, -1.052, 2.654], [1.380, -0.497, 0.922], [2.681, -0.017, 1.977], [2.183, 4.909, 0.411], [2.371, 5.403, -0.405], [1.028, -0.547, -2.154], [0.715, 0.536, -1.664], [1.423, -0.730, -3.431], [0.804, -1.751, -1.501], [1.597, 0.021, -4.074], [1.814, -1.620, -3.685], [0.753, -2.633, -1.978], [0.905, -1.813, -0.506], [-2.649, 0.236, 0.075], [-1.879, 1.198, 0.160], [-3.995, 0.384, 0.188], [-2.228, -1.029, -0.216], [-4.390, 1.270, 0.442], [-4.605, -0.410, 0.134], [-1.333, -1.121, -0.663], [-2.831, -1.810, -0.044]]
}